C2H42NO17 | ωB97M-V/def2-TZVPD

The spin multiplicity is 1. The energy above the lowest of the compared OMol25 structures with the same formula, charge and spin is 214.7 kJ/mol. Its total charge is +1. The orbital gap is 10.945 eV.

Structure (XYZ):
```
62
C2H42NO17, DFT ωB97M-V/def2-TZVPD
C -0.5407 1.0288 0.0479
N 0.7022 0.7640 0.8783
C 1.6835 1.9400 0.9123
H -0.1919 0.6600 -0.9674
H -1.3574 0.3337 0.3250
H -0.8666 2.0760 0.0146
H 1.0730 0.0183 0.3021
H 0.4276 0.5128 1.9058
H 1.1111 2.8748 1.3272
H 2.1283 2.3492 -0.0134
H 2.4900 1.6592 1.4212
H -3.0659 0.1593 2.9387
H -2.6416 1.1771 1.9522
O -2.4961 0.3673 2.2020
H -2.4835 3.0241 1.8590
H -3.2343 3.6143 0.7642
O -3.2342 2.7988 1.2855
H -0.1621 3.6492 3.6272
H 0.3895 2.2729 3.0890
O -0.4546 2.7932 3.1501
H 0.7857 -3.2125 -1.1928
H -0.5206 -2.5390 -1.1699
O 0.0973 -3.0005 -0.5456
H 0.8773 -2.9410 3.8318
H -0.6233 -3.3043 3.6435
O -0.0904 -2.6130 3.8933
H -2.1850 1.5964 -3.2183
H -1.2810 1.7985 -4.4493
O -1.5994 1.1195 -3.7953
H 2.5868 -0.0362 3.6949
H 2.4934 -1.1783 2.6835
O 2.7018 -0.2966 2.7243
H -3.0425 1.2321 -1.2949
H -4.2517 1.6979 -1.8801
O -3.3326 2.0607 -1.7567
H 3.1568 -2.6795 -1.8015
H 3.3768 -1.2527 -1.3992
O 2.8849 -1.9807 -1.1656
H 2.0533 -2.3970 0.3076
H 1.0537 -2.8369 1.4020
O 1.9789 -2.5690 1.2369
H 1.4899 1.0458 -2.8462
H 2.7925 1.9480 -2.7091
O 2.0316 1.5557 -2.2445
H 0.4312 -0.2986 -4.0652
H 1.7604 -0.9950 -4.0248
O 1.3513 -0.1780 -4.1524
H 0.1401 -0.5720 3.7997
H -0.9019 0.3544 3.3607
O -0.0195 0.3772 3.6069
H 4.8241 -0.0797 0.3966
H 3.8319 -0.2323 1.4486
O 3.9859 0.2232 0.6146
H -1.6738 -0.5099 -4.0538
H -2.5247 -1.7842 -3.2489
O -1.6793 -1.4416 -3.5981
H -4.1616 -0.6680 0.5546
H -4.1371 0.8468 0.4416
O -3.9617 0.1052 -0.1371
H 0.3321 -4.2669 -3.2212
H -0.5747 -2.8926 -3.5144
O 0.2669 -3.2783 -3.1775
```

=====

C4H14N2P | ωB97M-V/def2-TZVPD

The spin multiplicity is 1. The energy above the lowest of the compared OMol25 structures with the same formula, charge and spin is 287.8 kJ/mol. Its total charge is +1. The orbital gap is 9.248 eV.

Structure (XYZ):
```
21
C4H14N2P, DFT ωB97M-V/def2-TZVPD
C -2.3659 0.9458 0.0121
C -1.6742 -1.8612 -0.2446
C 1.8461 -0.5213 -0.2639
C 0.7584 0.4408 -0.5723
N 1.0519 1.8439 0.0466
N 2.3019 -0.4992 1.1261
P -1.1926 -0.3151 0.7133
H -3.0434 1.0794 0.8173
H -2.9672 0.6361 -0.8758
H -1.9016 1.8164 -0.1150
H -1.9704 -2.7309 0.3696
H -0.8947 -2.2639 -0.7749
H -2.5982 -1.7358 -0.7718
H 1.5409 -1.4736 -0.6862
H 2.6816 -0.1640 -0.8552
H 0.6837 0.3782 -1.6101
H 1.1545 2.5316 -0.7235
H 0.2548 2.0018 0.6940
H 1.4520 -0.5653 1.6879
H 1.9053 1.5797 0.5351
H 2.9770 -1.1235 1.4910
```

=====

C4H8OS2 | ωB97M-V/def2-TZVPD

The spin multiplicity is 1. The energy above the lowest of the compared OMol25 structures with the same formula, charge and spin is 190.0 kJ/mol. The orbital gap is 9.081 eV.

Structure (XYZ):
```
15
C4H8OS2, DFT ωB97M-V/def2-TZVPD
C 0.5844 -1.0140 0.1666
C -0.6316 -1.8352 -0.4013
C 0.3895 0.4124 -0.3835
C 0.9421 1.5228 0.4554
O -2.2450 1.7650 0.4401
S -2.0744 -1.2170 0.4810
S -1.8602 0.6948 -0.4316
H 0.6421 -0.8696 1.2841
H 1.4059 -1.4712 -0.3198
H -0.6444 -1.5905 -1.4712
H -0.3268 -2.8841 -0.3200
H 0.6340 0.5550 -1.4730
H 0.5708 2.5290 0.0919
H 2.0125 1.8236 0.3840
H 0.6012 1.5790 1.4974
```

=====

C4H6N2 | ωB97M-V/def2-TZVPD

The spin multiplicity is 1. The energy above the lowest of the compared OMol25 structures with the same formula, charge and spin is 536.0 kJ/mol. The orbital gap is 10.410 eV.

Structure (XYZ):
```
12
C4H6N2, DFT ωB97M-V/def2-TZVPD
C -1.3162 0.8966 -0.0119
C -0.4160 -0.2873 0.1828
N 0.2305 -0.9578 -0.7887
C 1.0760 -0.6346 0.3084
C 2.1374 0.2978 -0.1171
N 2.9267 1.0691 -0.4828
H -1.0724 1.4627 -0.9191
H -2.3431 0.5253 -0.1081
H -1.2579 1.5616 0.8499
H -0.6534 -1.1206 1.3278
H 0.0891 -1.5543 -1.5896
H 0.5992 -1.2585 1.3484
```

=====

C31H23MgN10S5 | ωB97M-V/def2-TZVPD

The spin multiplicity is 1. The energy above the lowest of the compared OMol25 structures with the same formula, charge and spin is 0.0 kJ/mol. Its total charge is -1. The orbital gap is 4.805 eV.

Structure (XYZ):
```
70
C31H23MgN10S5, DFT ωB97M-V/def2-TZVPD
Mg -0.8658 -0.9128 -0.9288
C -1.4915 -3.9506 2.5685
C -1.2840 -3.4060 1.3070
N -1.4889 -2.1162 1.0723
C -1.9144 -1.3747 2.0965
C -2.1105 -1.9363 3.3527
N -1.9003 -3.2229 3.5998
C -2.1678 0.0608 1.8224
C -2.7980 0.8830 2.7478
C -3.0190 2.2144 2.4358
C -2.6180 2.6632 1.1869
C -2.0234 1.7727 0.3031
N -1.7851 0.5038 0.6263
C -1.6285 2.1790 -1.0643
C -1.9676 3.4154 -1.6064
N -1.6094 3.7842 -2.8280
C -0.9015 2.8994 -3.5186
C -0.5681 1.6582 -2.9987
N -0.9342 1.2893 -1.7768
C -3.6723 3.1288 3.3991
C -3.2237 4.4339 3.5717
C -3.8650 5.2507 4.4883
N -4.9042 4.8635 5.2251
C -5.3306 3.6146 5.0532
C -4.7558 2.7182 4.1666
H -1.3144 -5.0042 2.7457
H -0.9507 -3.9881 0.4523
H -2.4340 -1.3399 4.1960
H -3.1053 0.5052 3.7115
H -2.7931 3.6917 0.9087
H -2.5551 4.1340 -1.0506
H -0.5946 3.1788 -4.5186
H -0.0001 0.9537 -3.5846
H -2.3706 4.8023 3.0169
H -3.5237 6.2681 4.6428
H -6.1819 3.3151 5.6544
H -5.1629 1.7213 4.0578
S -0.4731 -3.5352 -1.8652
S -2.2939 -4.0214 -2.6505
S -3.6091 -2.9346 -1.5024
S -3.1774 -0.9461 -1.8751
S 1.2300 -0.4226 0.3832
C 2.4058 -0.9526 -0.7910
N 3.6545 -1.1702 -0.5422
N 4.0391 -1.0068 0.7304
C 5.3434 -1.2106 1.1155
C 5.6890 -1.0439 2.4613
C 6.9932 -1.2379 2.8783
C 7.9826 -1.6014 1.9728
C 7.6368 -1.7674 0.6374
C 6.3366 -1.5767 0.2018
N 2.1245 -1.1531 -2.1554
N 0.9354 -1.0865 -2.5168
C 0.7910 -1.2443 -3.9425
C -0.4917 -1.4112 -4.4506
C -0.6984 -1.5013 -5.8153
C 0.3757 -1.4236 -6.6944
C 1.6568 -1.2522 -6.1865
C 1.8695 -1.1613 -4.8196
H 3.3253 -0.7531 1.4070
H 4.9216 -0.7624 3.1734
H 7.2388 -1.1041 3.9249
H 9.0015 -1.7545 2.3031
H 8.3947 -2.0530 -0.0821
H 6.0641 -1.7083 -0.8351
H -1.3313 -1.4913 -3.7680
H -1.7045 -1.6481 -6.1871
H 0.2170 -1.4981 -7.7629
H 2.5025 -1.1888 -6.8606
H 2.8641 -1.0293 -4.4193
```

=====

C23H50BN7O11P | ωB97M-V/def2-TZVPD

The spin multiplicity is 1. Its total charge is +1. The orbital gap is 6.140 eV.

Structure (XYZ):
```
93
C23H50BN7O11P, DFT ωB97M-V/def2-TZVPD
O 5.2489 -1.3905 -1.7978
P 4.6530 -0.3467 -0.9450
O 5.3683 -0.2461 0.5596
O 4.7887 1.1385 -1.6918
N 2.9351 -0.6801 -0.5945
C 2.5336 -1.9974 -0.4151
C 1.1375 -2.2796 -0.0914
C 0.1564 -1.1015 0.0361
C 0.6825 0.2716 -0.1641
B -0.1793 1.6385 -0.0318
O -1.4646 1.8103 -0.5768
O 0.3605 2.7059 0.7027
C 2.0983 0.4209 -0.4873
H 4.6879 -0.4495 1.2370
H 4.6942 1.7757 -0.9449
H 3.2823 -2.8204 -0.4970
H 0.8019 -3.3367 0.0754
H -0.9434 -1.2607 0.2730
H -1.4050 2.1240 -1.4985
H 1.3199 2.7920 0.5678
H 2.5246 1.4413 -0.6447
C 1.9180 5.9597 3.8470
O 2.6018 4.9557 3.7224
N 0.9987 6.3952 2.9566
C 0.2245 7.6001 3.1776
C 0.7810 5.6326 1.7435
H 2.0037 6.6113 4.7318
H -0.8378 7.3457 3.1929
H 0.4186 8.3037 2.3649
H 0.4932 8.0663 4.1251
H 0.4696 4.6228 2.0103
H 1.7181 5.5757 1.1848
H 0.0153 6.1021 1.1276
C -2.3600 -4.3650 -0.6412
O -1.7832 -3.9767 0.3664
N -1.8065 -5.0906 -1.6371
C -2.5703 -5.5109 -2.8007
C -0.4083 -5.4663 -1.5494
H -3.4241 -4.1401 -0.8159
H -2.5625 -6.6014 -2.8544
H -2.1070 -5.0972 -3.6982
H -3.6016 -5.1632 -2.7379
H -0.2493 -6.0602 -0.6470
H 0.2034 -4.5644 -1.4861
H -0.1149 -6.0449 -2.4234
C 4.4492 7.0722 1.7960
O 3.5562 7.2090 0.9774
N 5.6095 7.7680 1.8125
C 6.6250 7.5455 2.8232
C 5.8441 8.7682 0.7864
H 4.3725 6.3394 2.6154
H 6.7949 8.4749 3.3714
H 7.5530 7.2358 2.3369
H 6.3130 6.7706 3.5229
H 5.0574 9.5237 0.8330
H 5.8109 8.2919 -0.1955
H 6.8143 9.2411 0.9309
C -2.4821 -3.5014 -5.6701
O -1.7976 -4.5012 -5.7947
N -3.4159 -3.0783 -6.5511
C -4.1923 -1.8740 -6.3316
C -3.6477 -3.8564 -7.7559
H -2.3849 -2.8401 -4.7916
H -5.2531 -2.1324 -6.2987
H -4.0135 -1.1775 -7.1538
H -3.9121 -1.3969 -5.3926
H -3.9528 -4.8671 -7.4787
H -2.7206 -3.9178 -8.3288
H -4.4236 -3.3938 -8.3639
C -3.5936 -0.0700 0.4541
O -2.7412 -0.8712 0.8200
N -4.9210 -0.2297 0.6217
C -5.8784 0.7594 0.1646
C -5.4078 -1.4298 1.2812
H -3.3296 0.8665 -0.0528
H -6.4536 1.1223 1.0188
H -6.5538 0.2965 -0.5581
H -5.3722 1.6007 -0.3079
H -4.9843 -1.4858 2.2856
H -5.0836 -2.3070 0.7179
H -6.4947 -1.4157 1.3428
C -0.0693 -6.6218 2.4189
O 0.2250 -7.7962 2.3069
N 0.0564 -5.8879 3.5512
C -0.3178 -4.4896 3.5992
C 0.5806 -6.5223 4.7472
H -0.4770 -6.0420 1.5738
H 0.5589 -3.8944 3.8705
H -1.0982 -4.3542 4.3516
H -0.6923 -4.1558 2.6306
H 1.5827 -6.9047 4.5428
H -0.0620 -7.3612 5.0213
H 0.6217 -5.8089 5.5691
```

=====

C6H12N2 | ωB97M-V/def2-TZVPD

The spin multiplicity is 1. Its SMILES is Cc1c[nH]cn1.CC. The energy above the lowest of the compared OMol25 structures with the same formula, charge and spin is 43.6 kJ/mol. The orbital gap is 9.526 eV.

Structure (XYZ):
```
20
C6H12N2, DFT ωB97M-V/def2-TZVPD
C -0.0201 -1.3572 -2.6753
C 0.9770 -0.2770 -3.0146
H -0.9052 -1.2566 -3.2823
H 0.3415 -2.3842 -2.6427
H -0.3510 -1.2544 -1.6396
H 2.0445 -0.4846 -3.0874
H 0.7778 0.6057 -2.4227
H 0.8848 0.1008 -4.0461
C -1.9623 -0.7559 1.6323
C -0.7186 -0.0089 1.2949
C -0.6460 1.0586 0.4311
C 1.3167 0.6004 1.3621
N 0.4843 -0.2781 1.8739
N 0.7045 1.3892 0.4621
H -2.4442 -0.4011 2.5471
H -1.7468 -1.8053 1.8576
H -1.2217 1.5264 -0.3204
H 2.3266 0.7770 1.6504
H 1.1561 2.2388 0.1643
H -2.6975 -0.7636 0.8291
```

=====

C22H35HgNO3P2S | ωB97M-V/def2-TZVPD

The spin multiplicity is 1. The orbital gap (alpha / beta) is 5.040 / 5.115 eV.

Structure (XYZ):
```
65
C22H35HgNO3P2S, DFT ωB97M-V/def2-TZVPD
P 0.1731 -1.9098 -3.0964
P 0.4227 1.9664 -2.4488
C 0.1685 -0.4006 -4.1292
C 1.0593 0.8170 -3.7210
H -0.8834 -0.0956 -4.3107
H 0.5589 -0.7449 -5.1117
H 2.0743 0.5002 -3.4362
H 1.1455 1.4500 -4.6250
C -0.4990 3.1746 -3.4711
H -0.9061 3.9721 -2.8309
H -1.3333 2.6978 -4.0097
H 0.1906 3.6207 -4.2045
C 1.6542 2.9189 -1.5755
H 1.9648 3.7641 -2.2211
H 2.5393 2.3032 -1.3375
H 1.2281 3.3235 -0.6407
C -1.0160 -3.0669 -3.8284
H -1.2366 -3.8774 -3.1204
H -0.5929 -3.5024 -4.7405
H -1.9583 -2.5657 -4.0794
C 1.8101 -2.6159 -3.3866
H 2.5592 -1.8133 -3.4923
H 1.7668 -3.1906 -4.3265
H 2.0891 -3.2857 -2.5618
Hg 3.3560 0.5616 0.9750
C -1.1146 1.2792 -1.5278
C -2.0991 0.5228 -2.2596
C -3.1251 -0.2853 -1.6098
C -2.7179 -1.2756 -0.4476
C -1.6897 -2.2143 -0.8498
C -0.3504 -1.9183 -1.3303
C 0.4260 -0.6831 -0.7412
C -0.4012 0.5247 -0.3279
C 2.7988 -1.3130 1.8960
H -1.5346 2.2330 -1.1311
H -2.3883 0.9014 -3.2448
H -3.6172 -0.9065 -2.3886
H -3.9047 0.3700 -1.1732
H -2.5214 -0.7167 0.4797
H -3.6154 -1.8764 -0.2218
H -1.9561 -3.2834 -0.8020
H 0.2354 -2.8073 -0.9916
H 1.1846 -0.3256 -1.4725
H 1.0088 -1.0624 0.1107
H -1.1458 0.2762 0.4333
H 0.2654 1.2234 0.2165
H 3.2258 -1.4760 2.8997
H 3.0975 -2.0566 1.1451
H 1.7097 -1.2101 1.9728
O 3.0873 1.8318 5.0639
S 2.2872 0.6550 4.8284
O 2.8929 -0.6402 5.0683
N 1.4683 0.7148 3.3967
C 0.1165 0.6313 3.5064
O -0.7095 0.4619 2.5861
C -0.2925 0.7415 4.9492
C -1.5935 0.7870 5.4698
C -1.7514 0.8774 6.8510
C -0.6349 0.9031 7.7151
C 0.6650 0.8340 7.1866
C 0.7973 0.7649 5.7998
H -2.4380 0.7600 4.7698
H -2.7606 0.9256 7.2781
H -0.7912 0.9874 8.7963
H 1.5513 0.8429 7.8309
```